Record 1
ORCA calculation (ωB97M-V/def2-TZVPD) on a molecular structure, C25H37GeN3O5SeTi.

CARTESIAN COORDINATES (ANGSTROEM)
1 Ti -0.365 -0.119 0.157
2 C -0.358 -2.410 -2.503
3 C -0.426 -0.921 -2.858
4 C -1.883 -0.497 -3.090
5 C 0.420 -0.633 -4.102
6 O 0.070 -0.141 -1.772
7 Ge 1.989 0.112 -1.315
8 O 1.241 1.554 -0.343
9 C 1.768 2.878 -0.202
10 C 3.297 2.855 -0.287
11 C 1.231 3.798 -1.321
12 C 1.342 3.367 1.187
13 O 1.348 -0.994 0.230
14 C 2.050 -1.732 1.219
15 C 3.294 -2.354 0.580
16 C 1.120 -2.842 1.729
17 C 2.445 -0.810 2.378
18 H -0.766 -3.022 -3.303
19 H -0.926 -2.592 -1.588
20 H 0.681 -2.696 -2.330
21 H -2.312 -1.061 -3.913
22 H -1.925 0.565 -3.329
23 H -2.475 -0.679 -2.189
24 H -0.017 -1.092 -4.984
25 H 1.430 -1.028 -3.966
26 H 0.484 0.441 -4.265
27 H 3.610 2.584 -1.298
28 H 3.709 2.131 0.416
29 H 3.692 3.839 -0.046
30 H 2.050 4.191 -1.919
31 H 0.678 4.642 -0.918
32 H 0.579 3.234 -1.988
33 H 1.744 2.694 1.942
34 H 0.253 3.374 1.275
35 H 1.718 4.370 1.374
36 H 3.006 -2.936 -0.296
37 H 3.792 -3.008 1.289
38 H 3.988 -1.571 0.268
39 H 0.725 -3.406 0.883
40 H 0.281 -2.419 2.286
41 H 1.664 -3.519 2.379
42 H 3.162 -0.064 2.033
43 H 2.896 -1.389 3.180
44 H 1.561 -0.297 2.760
45 C -1.204 0.389 4.196
46 C -1.324 -0.174 2.804
47 O -0.563 0.323 1.889
48 C -2.205 -1.284 2.538
49 C -2.879 -1.957 3.538
50 C -3.605 -3.148 3.307
51 C -3.618 -3.722 2.042
52 C -3.035 -3.080 0.976
53 C -2.416 -1.721 1.090
54 O -1.320 -1.583 0.301
55 H -0.495 1.216 4.172
56 H -0.844 -0.362 4.901
57 H -2.164 0.748 4.561
58 H -2.799 -1.602 4.551
59 H -4.096 -3.638 4.132
60 H -4.078 -4.686 1.893
61 H -3.006 -3.515 -0.010
62 Se -5.305 -1.064 0.815
63 N -5.605 0.622 0.451
64 C -4.481 1.268 0.147
65 C -4.400 2.620 -0.204
66 C -3.146 3.140 -0.476
67 C -2.022 2.339 -0.408
68 N -2.060 1.025 -0.085
69 C -3.258 0.517 0.202
70 N -3.480 -0.784 0.532
71 H -5.303 3.202 -0.263
72 H -3.033 4.177 -0.742
73 H -1.039 2.729 -0.625

Computed properties:
HOMO energy (spin up / spin down)	-9.5 / -10.2	eV
charge	+1
spin multiplicity	2
energy above the lowest of the compared OMol25 structures with the same formula, charge and spin	45.06	kcal/mol

***

Record 2
ORCA calculation (ωB97M-V/def2-TZVPD) on a molecular structure, C25H37IN7OSc.

CARTESIAN COORDINATES (ANGSTROEM)
1 Sc 0.357 -0.585 0.753
2 C 4.907 0.007 0.476
3 C 3.439 -0.129 0.240
4 N 2.535 0.179 1.076
5 C 2.756 0.921 2.314
6 C 1.399 1.504 2.744
7 N 0.519 1.667 1.548
8 C -0.777 2.316 1.822
9 C -1.749 1.329 2.440
10 N -1.698 0.016 1.747
11 C -2.701 -0.215 0.699
12 C -2.323 0.421 -0.623
13 N -0.949 0.069 -0.959
14 C -0.570 -0.087 -2.172
15 C -1.384 0.095 -3.412
16 C 0.885 -0.465 -2.308
17 C 1.544 -0.687 -3.502
18 C 2.918 -0.893 -3.457
19 C 3.605 -0.787 -2.252
20 C 2.877 -0.543 -1.104
21 N 1.547 -0.464 -1.152
22 H 5.222 -0.764 1.184
23 H 5.136 0.973 0.926
24 H 5.498 -0.097 -0.428
25 H 3.472 1.724 2.126
26 H 3.164 0.285 3.099
27 H 1.540 2.457 3.255
28 H 0.906 0.821 3.431
29 H 1.020 2.249 0.883
30 H -1.159 2.694 0.874
31 H -0.665 3.176 2.487
32 H -2.758 1.743 2.437
33 H -1.486 1.140 3.480
34 H -1.781 -0.710 2.455
35 H -3.692 0.146 0.986
36 H -3.143 -2.085 1.432
37 H -2.427 1.505 -0.539
38 H -3.034 0.087 -1.372
39 H -2.338 0.576 -3.230
40 H -1.597 -0.875 -3.865
41 H -0.830 0.698 -4.136
42 H 1.013 -0.693 -4.443
43 H 3.464 -1.087 -4.372
44 H 4.681 -0.878 -2.227
45 C -7.095 -2.097 -4.215
46 C -6.189 -3.316 -4.148
47 N -5.379 -3.388 -2.917
48 C -5.812 -4.288 -1.843
49 C -6.975 -3.766 -1.016
50 C -4.303 -2.602 -2.856
51 O -3.937 -1.846 -3.754
52 C -3.389 -2.585 -1.654
53 C -2.008 -2.995 -1.914
54 C -1.155 -2.987 -0.886
55 C -1.384 -2.334 0.380
56 N -2.787 -1.728 0.546
57 C -3.792 -2.092 -0.488
58 H -7.685 -2.132 -5.131
59 H -6.508 -1.179 -4.226
60 H -7.789 -2.063 -3.373
61 H -5.503 -3.321 -4.992
62 H -6.771 -4.237 -4.183
63 H -4.951 -4.519 -1.218
64 H -6.100 -5.224 -2.320
65 H -6.763 -2.785 -0.586
66 H -7.198 -4.461 -0.205
67 H -7.879 -3.664 -1.619
68 H -1.767 -3.433 -2.872
69 H -0.185 -3.470 -0.983
70 H -1.176 -2.947 1.248
71 H -4.805 -1.823 -0.223
72 I 0.961 -2.168 2.961

Computed properties:
HOMO energy	-13.3	eV
charge	+2
spin multiplicity	1

***

Record 3
ORCA calculation (ωB97M-V/def2-TZVPD) on a gas-phase ion, C25H37N2 (charge +1).

CARTESIAN COORDINATES (ANGSTROEM)
1 C -0.755 5.804 1.283
2 C -0.638 4.321 1.156
3 C 0.588 3.747 0.832
4 C 0.741 2.367 0.717
5 C 2.097 1.834 0.310
6 C -0.354 1.516 0.975
7 C -0.136 -0.011 0.876
8 C 0.036 -0.770 2.100
9 N -0.127 0.045 3.360
10 N 0.446 -0.461 4.395
11 C -0.247 -0.488 5.677
12 C 1.725 -1.171 4.408
13 C -1.110 -0.664 -0.141
14 C -0.565 -1.969 -0.787
15 C -1.584 -3.108 -0.873
16 C 0.077 -1.730 -2.164
17 C -0.667 -1.187 -3.234
18 C -2.110 -0.778 -3.145
19 C -0.062 -0.993 -4.478
20 C 1.260 -1.376 -4.717
21 C 1.864 -1.200 -6.081
22 C 1.990 -1.932 -3.661
23 C 1.411 -2.121 -2.404
24 C 2.246 -2.762 -1.324
25 C -1.610 2.088 1.252
26 C -2.846 1.266 1.471
27 C -1.733 3.478 1.331
28 H -1.795 6.097 1.434
29 H -0.164 6.190 2.120
30 H -0.387 6.301 0.380
31 H 1.449 4.396 0.657
32 H 2.768 2.662 0.040
33 H 2.583 1.288 1.134
34 H 2.044 1.175 -0.573
35 H 0.830 -0.105 0.372
36 H -0.677 -1.624 2.191
37 H 1.019 -1.300 2.091
38 H 0.493 -0.264 6.450
39 H -1.063 0.234 5.682
40 H -0.667 -1.489 5.856
41 H 2.165 -1.005 5.394
42 H 1.582 -2.251 4.264
43 H 2.397 -0.785 3.641
44 H -1.301 0.076 -0.935
45 H -2.076 -0.884 0.340
46 H 0.224 -2.332 -0.117
47 H -1.066 -4.016 -1.208
48 H -2.023 -3.309 0.109
49 H -2.392 -2.908 -1.582
50 H -2.628 -1.157 -2.266
51 H -2.215 0.318 -3.146
52 H -2.659 -1.133 -4.029
53 H -0.644 -0.545 -5.292
54 H 2.910 -1.528 -6.080
55 H 1.316 -1.787 -6.834
56 H 1.825 -0.148 -6.400
57 H 3.032 -2.232 -3.823
58 H 3.245 -2.985 -1.717
59 H 2.383 -2.099 -0.455
60 H 1.814 -3.708 -0.966
61 H -3.672 1.916 1.787
62 H -3.183 0.767 0.550
63 H -2.691 0.514 2.257
64 H -2.712 3.912 1.539

Computed properties:
HOMO energy	-10.6	eV
charge	+1
spin multiplicity	1
SMILES	Cc1cc(C)c([C@@H](CN=[N+](C)C)C[C@@H](C)c2c(C)cc(C)cc2C)c(C)c1
energy above the lowest of the compared OMol25 structures with the same formula, charge and spin	0.00	kcal/mol